7
Properties=species:S:1:pos:R:3:nbo_charge:R:1 method="wB97M-V/def2-TZVPD" gap_ev=8.1578 homo_ev=-4.52 smiles="O=[N+]([O-])OC([O-])=S" total_charge=-1 e_tot_ev=-21550.3077 relative_energy_kj_mol=306.9
O 2.29892 -0.20083 0.18258 -0.433
N 1.14753 -0.16058 -0.14907 0.727
O 0.73572 -0.00826 -1.31957 -0.468
O 0.22710 -0.26117 0.75752 -0.417
C -1.20348 0.24734 0.22559 0.466
O -1.06502 1.39370 -0.04393 -0.597
S -2.14076 -1.01019 0.34688 -0.279